1.
This record from the OMol25 dataset describes one molecule with the formula C7H14O at a distorted geometry. The level of theory is ωB97M-V/def2-TZVPD.

CARTESIAN COORDINATES (ANGSTROEM)
1 C -0.253 2.338 0.668
2 O -0.124 2.174 -0.771
3 C 0.395 1.084 1.153
4 C -0.497 -0.205 1.341
5 C -0.454 -1.140 0.165
6 C -1.528 -1.574 -0.537
7 C 0.908 -1.701 -0.176
8 C 1.297 -1.438 -1.600
9 H 0.373 3.357 0.998
10 H -1.401 2.486 0.823
11 H -0.931 2.647 -1.152
12 H 1.235 0.927 0.373
13 H 1.034 1.309 2.020
14 H -0.025 -0.673 2.235
15 H -1.576 -0.024 1.751
16 H -1.353 -2.094 -1.350
17 H -2.440 -1.419 -0.120
18 H 1.725 -1.305 0.521
19 H 0.955 -2.825 -0.035
20 H 0.698 -0.536 -1.991
21 H 1.132 -2.284 -2.275
22 H 2.358 -1.145 -1.713

Results
Maximum force in eV Å⁻¹: 5.9
E_LUMO in Ha: 0.035
Total energy in a.u.: -350.25689
HOMO level in eV: -8.823
Gap between HOMO and LUMO in eV: 9.78

=====

2.
This record from the OMol25 dataset describes C13H14CuIN3Se as an isolated structure at a distorted geometry. The level of theory is ωB97M-V/def2-TZVPD.

CARTESIAN COORDINATES (ANGSTROEM)
1 C 0.663 3.093 1.015
2 C 3.079 0.923 0.650
3 H 0.528 3.723 0.152
4 H 1.758 3.032 1.353
5 H -0.045 2.950 1.831
6 H 2.915 -0.066 0.240
7 H 3.340 1.786 0.065
8 H 3.049 1.115 1.699
9 C -1.999 1.833 0.083
10 C -3.291 1.635 -0.424
11 C -3.588 0.431 -1.057
12 C -2.583 -0.519 -1.157
13 H -1.706 2.768 0.558
14 H -4.014 2.427 -0.312
15 H -4.577 0.233 -1.465
16 H -2.769 -1.456 -1.660
17 N -1.050 0.902 -0.020
18 C -1.310 -0.282 -0.612
19 C -0.227 -1.279 -0.707
20 N 1.004 -0.962 -0.250
21 C 1.987 -1.871 -0.289
22 C 0.567 -3.483 -1.345
23 C 1.808 -3.145 -0.830
24 H 2.964 -1.604 0.102
25 H 2.666 -3.808 -0.826
26 C -0.453 -2.540 -1.289
27 H -1.431 -2.758 -1.682
28 H 0.386 -4.461 -1.781
29 Cu 1.111 1.283 0.340
30 I 1.153 1.803 -2.322
31 Se -0.422 -1.640 4.400
32 C 0.069 -0.441 3.170
33 N 0.417 0.377 2.372

Results
Maximum force in eV Å⁻¹: 3.9
E_LUMO (spin up / spin down) in Ha: -0.085 / -0.099
2S+1: 2
Total energy in a.u.: -5007.49699
HOMO level (spin up / spin down) in eV: -6.975 / -6.961
Gap between HOMO and LUMO (spin up / spin down) in eV: 4.66 / 4.26

=====

3.
This record from the OMol25 dataset describes a 2-piece molecular cluster, C7H10 overall. The level of theory is ωB97M-V/def2-TZVPD.

CARTESIAN COORDINATES (ANGSTROEM)
1 C 1.005 -0.454 1.199
2 C 1.631 0.234 0.016
3 C 1.102 -1.209 -0.094
4 C 0.090 -0.779 -1.194
5 C -1.396 -0.308 -1.060
6 C -0.808 1.086 -0.809
7 C 0.454 0.621 -0.865
8 H 1.697 -0.795 1.967
9 H 0.048 -0.104 1.583
10 H 2.653 0.598 0.013
11 H 1.691 -2.121 -0.149
12 H 0.384 -1.169 -2.173
13 H -1.885 -0.694 -0.157
14 H -2.053 -0.483 -1.921
15 H -1.264 2.007 -0.456
16 H -1.942 1.539 1.973
17 H -1.406 2.031 2.126

Results
Maximum force in eV Å⁻¹: 0.3
E_LUMO in Ha: 0.042
Total energy in a.u.: -272.51821
HOMO level in eV: -8.658
Gap between HOMO and LUMO in eV: 9.81

=====

4.
This record from the OMol25 dataset describes C26H46HfO2P2 as an isolated structure at a distorted geometry. The level of theory is ωB97M-V/def2-TZVPD.

CARTESIAN COORDINATES (ANGSTROEM)
1 Hf -1.441 1.428 2.538
2 C 0.710 0.314 4.498
3 C 1.619 0.765 3.542
4 C 0.035 2.438 3.789
5 C -0.361 1.289 4.601
6 C 1.109 1.966 2.939
7 C 0.784 -0.923 5.299
8 H 1.803 -1.310 5.372
9 H 0.152 -1.681 4.824
10 H 0.423 -0.801 6.324
11 C -1.389 1.395 5.670
12 H -1.219 0.603 6.412
13 H -2.436 1.286 5.324
14 H -1.290 2.385 6.153
15 C -0.841 3.634 3.594
16 H -1.124 4.042 4.569
17 H -1.840 3.398 3.042
18 H -0.337 4.402 3.010
19 C 1.879 2.874 2.056
20 H 2.474 3.592 2.633
21 H 1.201 3.445 1.428
22 H 2.551 2.332 1.396
23 C 2.921 0.109 3.211
24 H 3.697 0.418 3.923
25 H 3.277 0.386 2.218
26 H 2.874 -0.982 3.263
27 C -0.147 -2.896 0.413
28 C 0.888 -2.818 1.255
29 C 2.326 -2.627 0.861
30 C 2.619 -1.820 -0.449
31 C 2.106 -0.432 -0.492
32 C 0.859 -0.033 -0.779
33 C -0.426 -0.796 -0.867
34 C -0.211 -2.321 -0.973
35 H 2.907 -3.565 0.767
36 H 2.318 -2.396 -1.336
37 H 2.803 -2.128 1.712
38 H 0.701 -2.558 -1.532
39 H -1.120 -3.273 0.783
40 H 0.725 -3.107 2.284
41 H -1.035 -2.783 -1.541
42 H -1.116 -0.610 -0.016
43 H 0.716 1.041 -0.863
44 H -1.027 -0.404 -1.738
45 H 3.709 -1.727 -0.529
46 H 2.817 0.323 -0.130
47 P -0.782 -0.705 -3.959
48 P -0.688 2.157 -4.928
49 C -0.917 -0.493 -5.820
50 C -1.406 0.911 -6.154
51 H -1.602 -1.266 -6.216
52 H 0.096 -0.664 -6.235
53 H -1.094 1.212 -7.163
54 H -2.500 0.991 -6.070
55 C -1.394 3.552 -5.890
56 H -0.989 4.484 -5.489
57 H -2.483 3.532 -5.787
58 H -1.111 3.432 -6.938
59 C 0.960 2.241 -5.763
60 H 0.822 2.232 -6.848
61 H 1.606 1.412 -5.461
62 H 1.425 3.186 -5.468
63 C -2.352 -1.633 -3.709
64 H -2.483 -1.891 -2.656
65 H -2.351 -2.540 -4.319
66 H -3.180 -0.984 -4.015
67 C 0.479 -2.035 -4.099
68 H 1.349 -1.649 -4.643
69 H 0.058 -2.900 -4.622
70 H 0.839 -2.346 -3.121
71 C -2.711 -2.354 4.269
72 O -1.769 -1.808 3.285
73 C -1.808 -0.587 2.911
74 O -2.935 0.165 2.974
75 H -3.630 -2.612 3.760
76 H -2.879 -1.670 5.100
77 H -2.214 -3.245 4.614

Results
Maximum force in eV Å⁻¹: 2.8
E_LUMO (spin up / spin down) in Ha: -0.328 / -0.328
Net charge: +2
Total energy in a.u.: -1898.69768
HOMO level (spin up / spin down) in eV: -11.417 / -11.416
Gap between HOMO and LUMO (spin up / spin down) in eV: 2.48 / 2.48

=====

5.
This record from the OMol25 dataset describes an isolated ion of composition C6H13N3OP and charge +1 at a distorted geometry. The level of theory is ωB97M-V/def2-TZVPD.

CARTESIAN COORDINATES (ANGSTROEM)
1 C -1.411 0.574 -1.879
2 C 2.381 -1.034 1.173
3 C -1.788 0.419 -0.451
4 C 0.932 -0.781 0.868
5 C -0.697 1.173 0.364
6 C 0.696 0.647 0.206
7 N -0.428 0.117 -3.804
8 N -0.601 1.519 -3.884
9 N -1.530 1.670 -2.537
10 O -0.889 -0.439 -2.552
11 P -1.151 0.496 -5.334
12 H 3.005 -1.076 0.273
13 H 2.457 -2.047 1.555
14 H 2.729 -0.238 1.866
15 H -2.883 0.876 -0.494
16 H -1.984 -0.662 -0.169
17 H 0.379 -0.585 1.868
18 H 0.415 -1.638 0.379
19 H -0.723 2.153 -0.011
20 H -0.854 1.107 1.410
21 H 1.348 1.433 0.639
22 H 1.056 0.668 -0.754
23 H -1.810 2.611 -2.137
24 H -2.542 0.335 -4.960

Results
Maximum force in eV Å⁻¹: 3.2
E_LUMO in Ha: -0.164
Net charge: +1
Total energy in a.u.: -816.80645
HOMO level in eV: -13.479
Gap between HOMO and LUMO in eV: 9.01

=====

6.
This record from the OMol25 dataset describes one molecule with the formula C26H35N3O2. The level of theory is ωB97M-V/def2-TZVPD.

CARTESIAN COORDINATES (ANGSTROEM)
1 C -4.326 -2.837 -0.281
2 C -4.113 -2.775 1.019
3 C -3.206 -1.789 1.701
4 O -2.602 -0.839 0.857
5 C -3.353 0.202 0.378
6 C -4.723 0.333 0.566
7 C -5.400 1.418 0.035
8 C -4.722 2.378 -0.691
9 C -3.357 2.251 -0.876
10 C -2.657 1.181 -0.344
11 C -1.168 1.065 -0.544
12 N -0.543 2.375 -0.591
13 C 0.789 2.381 -1.159
14 C 1.884 1.809 -0.242
15 C 1.864 2.576 1.082
16 C 0.463 2.541 1.687
17 C -0.562 3.074 0.682
18 H -1.571 3.010 1.094
19 H -0.346 4.128 0.473
20 H 0.209 1.514 1.959
21 H 0.428 3.143 2.596
22 H 2.573 2.135 1.784
23 H 2.156 3.615 0.902
24 C 3.237 1.889 -0.954
25 C 4.421 1.418 -0.097
26 C 4.127 0.137 0.664
27 O 3.975 0.159 1.877
28 N 4.032 -1.023 -0.021
29 C 4.261 -1.198 -1.433
30 H 4.824 -0.364 -1.841
31 H 4.844 -2.109 -1.591
32 H 3.311 -1.291 -1.963
33 C 3.621 -2.193 0.732
34 H 3.766 -3.077 0.109
35 H 4.260 -2.266 1.618
36 C 2.166 -2.126 1.224
37 C 1.130 -2.296 0.152
38 N 1.267 -1.591 -0.963
39 C 0.359 -1.712 -1.915
40 C -0.748 -2.537 -1.818
41 C -0.899 -3.281 -0.658
42 C 0.052 -3.161 0.338
43 H -0.033 -3.731 1.252
44 H -1.743 -3.943 -0.534
45 H -1.464 -2.598 -2.622
46 H 0.537 -1.116 -2.803
47 H 2.024 -2.897 1.984
48 H 2.033 -1.155 1.707
49 H 4.642 2.172 0.660
50 H 5.311 1.306 -0.720
51 H 3.426 2.924 -1.253
52 H 3.174 1.290 -1.864
53 H 1.658 0.756 -0.050
54 H 0.764 1.828 -2.102
55 H 1.032 3.426 -1.388
56 H -0.757 0.406 0.234
57 H -0.985 0.577 -1.507
58 H -2.802 2.993 -1.429
59 H -5.252 3.220 -1.110
60 H -6.466 1.502 0.192
61 H -5.277 -0.414 1.113
62 H -2.364 -2.333 2.147
63 H -3.750 -1.292 2.520
64 H -4.588 -3.468 1.701
65 H -4.983 -3.572 -0.713
66 H -3.856 -2.148 -0.962

Results
Maximum force in eV Å⁻¹: 0.5
E_LUMO in Ha: 0.027
Total energy in a.u.: -1326.47810
HOMO level in eV: -7.912
Gap between HOMO and LUMO in eV: 8.66

=====

Question: Look up the maximum force of the sixth one.
Answer: 0.5 eV Å⁻¹

=====

Question: Which of these has the highest maximum force?
Answer: C7H14O

=====

Question: Which formula does entry 3 have?
Answer: C7H10